[1]
This record from the Open Molecules 2025 dataset describes the molecule ClH3NO2P. The level of theory is ωB97M-V/def2-TZVPD.

Geometry (Å):
Cl  2.08626  0.27213  -0.10771
P  0.08086  -0.03665  -0.08753
O  -0.18472  -0.26425  1.46107
O  -0.17174  -1.45326  -0.78509
N  -0.80654  1.03042  -0.79873
H  0.64661  -0.08917  2.05468
H  -0.57935  1.94673  -0.73921
H  -1.07137  -1.40595  -0.99748

Forces on the atoms, in the same order (eV/Å):
Cl 0.06 -0.32 -0.12
P -1.14 1.76 -1.21
O 2.45 0.27 1.98
O 2.51 0.50 1.35
N 0.33 -4.77 0.38
H -2.35 -0.58 -1.68
H 0.66 3.43 0.36
H -2.51 -0.28 -1.06

Relative energy (zero: lowest compared OMol25 entry of this formula, charge and spin) (kJ/mol): 11.30
SMILES: N=P(O)(O)Cl
DFT total energy (Eh): -1008.648730
Lowest unoccupied orbital energy (eV): 0.35
HOMO-LUMO gap (eV): 10.000
Spin multiplicity: 1

---

[2]
This record from the Open Molecules 2025 dataset describes the molecule ClH3P2. The level of theory is ωB97M-V/def2-TZVPD.

Geometry (Å):
Cl  2.30697  -0.20385  0.12009
P  0.14747  0.17176  0.30951
P  -1.59361  -1.01368  0.04016
H  -1.24619  -0.87618  -1.25072
H  0.43187  0.78873  1.50560
H  -0.04651  1.13321  -0.72465

Forces on the atoms, in the same order (eV/Å):
Cl 1.45 0.01 -0.32
P 1.61 0.41 -0.99
P -2.65 -0.76 1.81
H 0.39 -0.18 -1.80
H -0.90 0.45 0.48
H 0.09 0.07 0.83

Relative energy (zero: lowest compared OMol25 entry of this formula, charge and spin) (kJ/mol): 0.00
DFT total energy (Eh): -1144.561383
Lowest unoccupied orbital energy (spin up / spin down) (eV): 0.62 / -2.51
HOMO-LUMO gap (spin up / spin down) (eV): 6.803 / 7.921
Spin multiplicity: 3

---

[3]
This record from the Open Molecules 2025 dataset describes a cluster of 2 separate species, ClH4N2OP in total. The level of theory is ωB97M-V/def2-TZVPD.

Geometry (Å):
Cl  2.49854  -0.16282  0.04770
P  -0.30772  0.06336  -0.90239
O  -1.59772  -0.92722  -0.38996
N  0.84652  -0.64813  0.10382
N  -0.40583  1.37325  0.19795
H  0.78981  -2.22050  -0.39620
H  -1.13965  -1.24880  0.52085
H  0.31845  1.64196  0.96638
H  -1.00238  2.12890  -0.14814

Forces on the atoms, in the same order (eV/Å):
Cl -0.57 0.03 -0.29
P -2.07 1.06 -0.14
O 3.44 -0.33 2.47
N 1.49 -6.14 0.01
N 0.89 0.96 0.76
H 0.24 4.55 1.24
H -2.09 0.81 -2.41
H -1.97 -0.84 -2.13
H 0.63 -0.10 0.48

Relative energy (zero: lowest compared OMol25 entry of this formula, charge and spin) (kJ/mol): 565.60
DFT total energy (Eh): -988.575511
Lowest unoccupied orbital energy (eV): -0.94
HOMO-LUMO gap (eV): 8.123
Spin multiplicity: 1

---

[4]
This record from the Open Molecules 2025 dataset describes a cluster of 2 separate species, ClH4NSi in total. The level of theory is ωB97M-V/def2-TZVPD.

Geometry (Å):
Cl  -1.53255  1.71497  -0.57758
Si  -0.74752  -0.02003  -0.05575
N  0.74934  0.50871  0.58091
H  1.03718  0.25190  1.48569
H  0.37401  -1.72067  -1.93047
H  1.52728  0.54773  -0.05097
H  -1.40774  -1.28261  0.54818

Forces on the atoms, in the same order (eV/Å):
Cl -1.49 0.74 -0.52
Si 2.24 -2.92 -1.03
N -0.55 -0.24 -0.33
H 0.43 -0.40 1.11
H -0.83 1.21 0.99
H 0.15 0.03 -0.16
H 0.04 1.60 -0.06

Relative energy (zero: lowest compared OMol25 entry of this formula, charge and spin) (kJ/mol): 388.81
DFT total energy (Eh): -806.750328
Lowest unoccupied orbital energy (spin up / spin down) (eV): -0.34 / -0.45
HOMO-LUMO gap (spin up / spin down) (eV): 8.665 / 7.151
Spin multiplicity: 1

---

[5]
This record from the Open Molecules 2025 dataset describes a cluster of 2 separate species, ClH5Si2 in total. The level of theory is ωB97M-V/def2-TZVPD.

Geometry (Å):
Cl  0.91098  0.11304  1.88065
Si  2.18889  -0.00864  0.35708
Si  -3.22258  0.01855  0.00445
H  -2.82239  0.65115  -1.30525
H  2.98342  1.32182  0.14491
H  -4.35319  -0.77182  -0.77171
H  1.24059  -0.17349  -0.80621
H  3.07427  -1.15061  0.49609

Forces on the atoms, in the same order (eV/Å):
Cl -0.66 0.15 1.35
Si 0.36 1.34 -2.08
Si -1.31 -0.62 -2.33
H 0.81 0.52 0.77
H -0.64 -1.22 0.36
H 0.51 0.10 1.57
H 0.66 -0.02 0.26
H 0.26 -0.24 0.11

DFT total energy (Eh): -1042.027656
Lowest unoccupied orbital energy (spin up / spin down) (eV): 0.80 / -2.44
HOMO-LUMO gap (spin up / spin down) (eV): 8.211 / 8.519
Spin multiplicity: 3

---

[6]
This record from the Open Molecules 2025 dataset describes the molecule ClH6NSi2. The level of theory is ωB97M-V/def2-TZVPD.

Geometry (Å):
Cl  -2.95022  0.46239  -0.04432
Si  1.55639  0.54058  0.08734
Si  -1.29977  -0.71546  0.14917
N  -0.02636  0.30674  -0.56496
H  -0.28010  0.97800  -1.32105
H  2.40890  0.09790  -0.92657
H  -1.60021  -2.00720  -0.52217
H  -0.86739  -1.19487  1.34425
H  1.57311  -0.50265  1.22464
H  1.48565  2.03458  0.57366

Forces on the atoms, in the same order (eV/Å):
Cl -0.58 0.04 0.36
Si -2.22 0.45 2.12
Si 0.81 1.17 -3.72
N -1.47 -0.37 -0.18
H -0.01 -1.01 0.93
H 1.68 0.03 -1.01
H -0.10 0.35 -0.36
H 0.68 -0.28 2.80
H 0.34 0.93 -0.53
H 0.87 -1.31 -0.40

Relative energy (zero: lowest compared OMol25 entry of this formula, charge and spin) (kJ/mol): 7.40
SMILES: [SiH3]N[SiH2]Cl
DFT total energy (Eh): -1097.572185
Lowest unoccupied orbital energy (eV): 0.83
HOMO-LUMO gap (eV): 10.568
Spin multiplicity: 1

---

Copy entry 6 word for word.
This record from the Open Molecules 2025 dataset describes the molecule ClH6NSi2. The level of theory is ωB97M-V/def2-TZVPD.

Geometry (Å):
Cl  -2.95022  0.46239  -0.04432
Si  1.55639  0.54058  0.08734
Si  -1.29977  -0.71546  0.14917
N  -0.02636  0.30674  -0.56496
H  -0.28010  0.97800  -1.32105
H  2.40890  0.09790  -0.92657
H  -1.60021  -2.00720  -0.52217
H  -0.86739  -1.19487  1.34425
H  1.57311  -0.50265  1.22464
H  1.48565  2.03458  0.57366

Forces on the atoms, in the same order (eV/Å):
Cl -0.58 0.04 0.36
Si -2.22 0.45 2.12
Si 0.81 1.17 -3.72
N -1.47 -0.37 -0.18
H -0.01 -1.01 0.93
H 1.68 0.03 -1.01
H -0.10 0.35 -0.36
H 0.68 -0.28 2.80
H 0.34 0.93 -0.53
H 0.87 -1.31 -0.40

Relative energy (zero: lowest compared OMol25 entry of this formula, charge and spin) (kJ/mol): 7.40
SMILES: [SiH3]N[SiH2]Cl
DFT total energy (Eh): -1097.572185
Lowest unoccupied orbital energy (eV): 0.83
HOMO-LUMO gap (eV): 10.568
Spin multiplicity: 1